[1]
Computed, not measured: a single C17H28N2O3 molecule, with the ωB97M-V functional and the def2-TZVPD basis.

Each line ends with the Mulliken charge.
Element x y z (Å)
C: 3.87 -2.32 -3.75  -1.2197
C: 3.97 -2.73 -2.25  -0.2201
O: 2.93 -2.12 -1.57  -0.3289
C: 1.63 -2.63 -1.71  0.0641
O: 1.29 -3.70 -2.36  -0.5973
C: 0.50 -1.86 -1.03  0.2964
N: 0.15 -0.60 -1.78  -0.1010
C: -0.14 0.67 -1.24  -0.0465
O: 0.28 1.58 -1.91  -0.6593
N: -0.86 0.78 0.02  0.5709
C: -2.32 0.49 -0.05  -0.9140
C: -3.34 1.52 0.03  -1.2360
C: -0.25 1.39 1.20  0.5595
C: -0.88 0.72 2.48  -1.2281
C: -0.16 1.34 3.75  0.4040
C: 1.30 1.03 3.65  -1.3460
C: 1.95 1.72 2.47  0.5932
C: 1.84 3.20 2.64  -1.4194
C: 0.29 3.54 2.48  0.1814
C: -0.50 2.85 3.74  -1.5019
C: -0.20 2.96 1.14  -0.8118
C: 1.28 1.02 1.27  -1.5171
H: 3.17 -2.90 -4.31  0.3299
H: 4.80 -2.55 -4.11  0.4407
H: 3.58 -1.31 -3.88  0.3206
H: 4.94 -2.53 -1.83  0.3564
H: 3.70 -3.81 -2.06  0.2900
H: -0.40 -2.51 -1.14  0.2697
H: 0.83 -1.77 0.02  0.0907
H: 0.44 -0.50 -2.73  0.2527
H: -2.56 -0.24 0.65  0.4824
H: -2.39 0.02 -0.97  0.8028
H: -2.94 2.24 0.81  0.1468
H: -4.30 1.06 0.37  0.3346
H: -3.51 1.95 -0.88  0.4654
H: -0.64 -0.36 2.44  0.2804
H: -1.98 0.82 2.64  0.4569
H: -0.65 0.83 4.59  0.4071
H: 1.67 1.43 4.61  0.4866
H: 1.49 -0.09 3.72  0.3596
H: 3.03 1.44 2.40  0.2723
H: 2.14 3.54 3.65  0.4493
H: 2.40 3.80 2.00  0.5098
H: 0.26 4.62 2.32  0.3054
H: -0.15 3.38 4.62  0.4605
H: -1.52 3.11 3.66  0.5296
H: 0.49 3.29 0.28  0.3157
H: -1.15 3.37 0.69  0.4011
H: 1.31 -0.10 1.31  0.0805
H: 1.78 1.36 0.37  0.5800

Values from the calculation:
charge	0
relative energy (zero: lowest compared OMol25 entry of this formula, charge and spin)	388.22	kJ/mol
structure (SMILES)	CCOC(=O)CNC(=O)N(CC)[C@]12C[C@H]3C[C@H](C[C@H](C3)C1)C2
HOMO-LUMO gap	9.2	eV
HOMO level	-8.515	eV

[2]
Computed, not measured: 3 unconnected molecules or ions with the total composition C3H10O3, with the ωB97M-V functional and the def2-TZVPD basis.

Each line ends with the Mulliken charge.
Element x y z (Å)
C: 1.41 0.59 -2.06  -0.9035
C: 0.44 0.24 -1.21  0.8784
C: -0.17 -1.13 -1.14  -1.1436
O: -0.36 1.24 -0.72  -0.5322
H: 1.94 -0.23 -2.52  0.2762
H: 1.48 1.65 -2.26  0.2770
H: 0.57 -1.92 -1.31  0.3438
H: -0.85 -1.32 -1.98  0.2798
H: -0.74 -1.30 -0.24  0.2462
H: -1.17 0.93 -0.32  0.3082
O: -0.25 1.36 2.25  -0.6785
H: 0.31 1.93 1.71  0.3165
H: -1.11 1.78 2.12  0.3119
O: -0.53 -1.53 2.23  -0.6340
H: -0.36 -1.73 3.16  0.3123
H: -0.60 -0.56 2.30  0.3416

Values from the calculation:
charge	0
relative energy (zero: lowest compared OMol25 entry of this formula, charge and spin)	73.04	kJ/mol
structure (SMILES)	C=C(C)O.O.O
HOMO-LUMO gap	9.1	eV
HOMO level	-8.662	eV

[3]
Computed, not measured: 5 unconnected molecules or ions with the total composition C32H50N2O14S4, with the ωB97M-V functional and the def2-TZVPD basis.

Each line ends with the Mulliken charge.
Element x y z (Å)
C: -0.53 1.71 3.00  -0.1224
C: 0.63 1.03 2.52  -1.2995
C: 1.71 -0.23 2.34  0.7731
C: 2.72 -0.63 3.36  0.3506
C: 2.82 0.22 4.79  -0.5825
O: 2.27 -0.59 5.92  -0.1215
O: 3.13 -0.40 6.88  -0.4489
C: 3.73 -1.93 3.12  0.6641
O: 4.56 -2.19 4.17  -0.6517
C: 3.67 -2.83 1.75  -0.4261
N: 4.50 -4.05 1.42  0.3373
C: 3.86 -5.34 1.88  0.5258
C: 2.62 -5.50 2.94  -0.8388
O: 4.34 -6.49 1.32  -0.5938
C: 5.94 -3.91 1.83  0.4984
C: 7.08 -3.31 0.77  -0.9216
O: 6.44 -4.29 3.04  -0.4984
C: 2.64 -2.43 0.70  -0.4939
N: 2.41 -3.17 -0.60  0.0698
C: 2.86 -2.38 -1.82  -0.1920
C: 1.74 -2.55 -3.03  -0.0171
C: 0.58 -3.67 -2.72  -0.7528
C: 1.67 -1.09 0.94  0.4575
O: 0.83 -0.63 -0.02  -0.6161
H: -1.33 2.52 3.29  0.9429
H: 3.95 0.43 5.04  0.2966
H: 2.28 1.26 4.76  0.3551
H: 3.80 -1.15 6.94  0.3392
H: 1.99 -6.44 2.57  0.3209
H: 3.03 -5.78 4.02  0.2791
H: 1.87 -4.60 2.94  0.2411
H: 7.97 -4.10 0.81  0.3286
H: 6.69 -3.29 -0.34  0.2344
H: 7.53 -2.29 1.15  0.2686
H: 2.78 -4.15 -0.59  0.3851
H: 2.99 -1.26 -1.53  0.0642
H: 3.88 -2.78 -2.29  0.2106
H: 2.29 -2.88 -4.02  0.2087
H: 1.23 -1.49 -3.28  -0.0594
H: 0.97 -4.66 -2.23  0.2142
H: -0.33 -3.25 -2.09  0.0582
H: 0.11 -3.99 -3.77  0.3252
O: -2.47 -1.62 -1.48  -0.5514
S: -3.49 -1.83 -0.48  1.1792
O: -4.24 -3.07 -0.39  -0.7482
C: -2.81 -1.46 1.12  -0.6467
C: -3.07 0.03 1.30  -0.0276
C: -4.50 0.27 0.79  -0.9289
C: -4.64 -0.46 -0.54  -0.0306
H: -1.75 -1.72 1.15  0.1523
H: -3.36 -2.04 1.86  0.3819
H: -2.95 0.34 2.34  0.0985
H: -2.36 0.61 0.69  0.1952
H: -5.21 -0.14 1.52  0.3089
H: -4.71 1.34 0.69  0.4175
H: -5.65 -0.84 -0.69  0.4065
H: -4.35 0.18 -1.38  -0.2620
O: 4.65 -0.96 -3.88  -0.5164
S: 4.97 0.17 -4.73  1.0178
O: 6.27 0.35 -5.33  -0.7242
C: 3.73 0.28 -6.01  -0.7409
C: 2.64 1.15 -5.41  -0.2356
C: 3.36 2.29 -4.69  -0.7163
C: 4.50 1.67 -3.88  -0.5843
H: 3.39 -0.72 -6.28  0.3941
H: 4.19 0.77 -6.88  0.3643
H: 1.95 1.52 -6.17  0.3538
H: 2.05 0.57 -4.68  0.0358
H: 3.77 2.98 -5.43  0.3133
H: 2.68 2.86 -4.05  0.3577
H: 5.36 2.34 -3.82  0.3497
H: 4.17 1.40 -2.87  0.3100
O: -3.75 3.48 -3.18  -0.6638
S: -4.76 2.51 -3.55  1.1367
O: -5.64 1.89 -2.58  -0.6272
C: -5.75 3.19 -4.87  -0.7024
C: -5.01 2.79 -6.14  -0.5777
C: -4.59 1.34 -5.93  -0.7373
C: -3.99 1.23 -4.53  -0.4478
H: -5.83 4.27 -4.74  0.3904
H: -6.73 2.73 -4.82  0.3422
H: -5.64 2.91 -7.02  0.3502
H: -4.12 3.42 -6.27  0.2873
H: -5.47 0.69 -6.00  0.3081
H: -3.88 1.01 -6.69  0.3382
H: -4.19 0.25 -4.08  0.2588
H: -2.91 1.42 -4.54  0.3881
O: -2.35 3.88 3.68  -0.7621
S: -3.62 4.17 4.30  1.2075
O: -4.83 4.40 3.53  -0.6960
C: -3.95 2.92 5.53  -0.6409
C: -3.30 3.46 6.80  -0.6042
C: -3.65 4.95 6.84  -0.6179
C: -3.40 5.52 5.45  -0.6282
H: -3.53 1.97 5.21  0.3612
H: -5.03 2.84 5.64  0.3531
H: -3.65 2.93 7.69  0.3606
H: -2.21 3.34 6.74  0.2885
H: -4.71 5.06 7.10  0.2983
H: -3.07 5.48 7.60  0.3236
H: -4.10 6.33 5.21  0.3092
H: -2.37 5.89 5.35  0.3673

Values from the calculation:
charge	0
structure (SMILES)	C#CC1=C(COO)C(=O)C(N(C(C)=O)C(C)=O)=C(NCCC)C1=O.O=S1(=O)CCCC1.O=S1(=O)CCCC1.O=S1(=O)CCCC1.O=S1(=O)CCCC1
HOMO-LUMO gap	6.9	eV
HOMO level	-9.089	eV

[4]
Computed, not measured: a single C18H16BFN4O3 molecule, with the ωB97M-V functional and the def2-TZVPD basis.

Each line ends with the Mulliken charge.
Element x y z (Å)
O: -3.60 -2.54 -1.41  -0.6516
C: -2.50 -2.15 -1.75  0.5468
N: -1.78 -2.79 -2.74  -0.1538
C: -2.26 -3.91 -3.44  0.3174
C: -3.26 -4.74 -2.94  -0.3386
C: -3.70 -5.82 -3.68  -0.5017
C: -3.19 -6.08 -4.94  0.2151
F: -3.63 -7.08 -5.75  -0.3123
C: -2.22 -5.21 -5.45  -0.4336
C: -1.73 -4.17 -4.70  -0.4915
C: -1.94 -0.94 -1.13  0.2771
C: -2.43 -0.55 0.11  -0.1512
N: -1.93 0.43 0.83  -0.6054
C: -0.94 1.11 0.25  0.3022
N: -0.46 2.18 1.02  -0.1052
C: 0.83 2.81 0.72  -0.8906
C: 1.69 3.14 1.90  0.6421
C: 1.36 4.15 2.79  -0.4388
C: 2.24 4.48 3.80  -0.7879
C: 3.47 3.82 3.89  0.0544
B: 4.53 4.14 5.02  0.7237
O: 5.34 5.24 4.93  -0.5066
O: 4.65 3.23 6.03  -0.6498
C: 3.72 2.74 3.07  -0.4251
C: 2.86 2.41 2.04  -0.6047
N: -0.37 0.85 -0.96  -0.4652
C: -0.89 -0.15 -1.60  -0.4314
H: -0.82 -2.51 -2.90  0.2591
H: -3.67 -4.49 -2.00  0.4939
H: -4.44 -6.49 -3.25  0.3658
H: -1.76 -5.50 -6.40  0.3495
H: -0.93 -3.56 -5.08  0.3175
H: -3.22 -1.13 0.60  0.4681
H: -0.85 2.33 1.95  0.2929
H: 0.66 3.77 0.20  0.2820
H: 1.41 2.13 0.07  0.3885
H: 0.45 4.72 2.65  0.4175
H: 1.93 5.17 4.58  0.3349
H: 6.12 5.16 5.51  0.3116
H: 4.01 2.46 6.07  0.3487
H: 4.58 2.16 3.24  0.4737
H: 3.11 1.55 1.41  0.3076
H: -0.46 -0.39 -2.55  0.4549

Values from the calculation:
charge	0
relative energy (zero: lowest compared OMol25 entry of this formula, charge and spin)	6.86	kJ/mol
structure (SMILES)	O=C(Nc1ccc(F)cc1)c1cnc(NCc2ccc(B(O)O)cc2)nc1
HOMO-LUMO gap	8.9	eV
HOMO level	-8.561	eV

[5]
Computed, not measured: a molecular structure, C26H44BeN2O2S2, with the ωB97M-V functional and the def2-TZVPD basis.

Each line ends with the Mulliken charge.
Element x y z (Å)
Be: 0.53 -0.48 0.75  -0.6386
C: -0.99 -0.34 3.08  -1.6245
N: 0.24 -0.94 2.54  0.7928
C: 1.34 -0.61 3.45  -1.3553
C: 0.06 -2.40 2.49  -0.9301
C: -0.52 -2.76 1.13  -0.7166
N: 0.31 -2.17 0.08  0.4634
C: 1.55 -2.95 -0.06  -1.2471
C: -0.39 -2.21 -1.20  -0.8851
H: -1.12 -0.61 4.14  0.5616
H: -1.85 -0.71 2.53  0.4269
H: -0.94 0.74 3.00  0.4322
H: 1.11 -0.92 4.48  0.3972
H: 1.50 0.47 3.45  0.3778
H: 2.25 -1.10 3.13  0.4950
H: -0.59 -2.75 3.30  0.4721
H: 1.03 -2.89 2.62  0.4467
H: -1.53 -2.35 1.04  0.1860
H: -0.60 -3.85 1.02  0.5378
H: 1.32 -3.98 -0.33  0.4017
H: 2.12 -2.95 0.86  0.4229
H: 2.16 -2.51 -0.84  0.2475
H: -0.69 -3.23 -1.45  0.4147
H: 0.27 -1.84 -1.98  0.3443
H: -1.26 -1.57 -1.18  0.1554
C: 6.52 -1.29 -1.70  -1.3956
C: 5.47 -1.46 -0.60  -0.2331
C: 4.30 -0.51 -0.82  -0.8641
S: 3.44 -0.38 0.80  0.2238
O: 1.98 0.01 0.50  0.3170
C: 4.21 1.17 1.43  -0.9095
C: 3.52 2.46 0.99  0.0167
C: 4.03 3.00 -0.34  -1.3495
H: 7.29 -2.05 -1.59  0.4142
H: 6.99 -0.31 -1.64  0.3601
H: 6.06 -1.40 -2.68  0.3374
H: 5.94 -1.24 0.36  0.3164
H: 5.13 -2.49 -0.57  0.3422
H: 3.60 -0.90 -1.56  0.5151
H: 4.64 0.46 -1.14  0.3942
H: 5.25 1.14 1.11  0.5781
H: 4.19 1.06 2.51  0.4921
H: 3.71 3.21 1.76  0.4657
H: 2.44 2.29 0.93  -0.1019
H: 5.11 3.11 -0.32  0.3677
H: 3.61 3.99 -0.51  0.4014
H: 3.75 2.37 -1.18  0.3056
O: -0.59 0.43 0.27  0.1274
S: -1.84 1.33 0.43  0.3178
C: -1.73 2.50 -1.00  -1.2944
C: -1.94 1.89 -2.34  0.0159
C: -0.91 1.24 -3.01  0.0508
C: -1.13 0.71 -4.27  -0.8483
C: -2.38 0.81 -4.86  -0.4814
C: -3.41 1.43 -4.19  -0.7214
C: -3.20 1.97 -2.93  -0.1004
C: -3.20 0.22 -0.13  -0.1955
C: -4.52 0.55 0.50  0.4052
C: -4.61 0.89 1.84  -0.0501
C: -5.84 1.09 2.44  -0.9034
C: -7.00 0.95 1.70  -0.4685
C: -6.92 0.63 0.35  -0.7795
C: -5.69 0.44 -0.25  -0.5380
H: -0.75 2.97 -0.90  0.5992
H: -2.50 3.24 -0.77  0.6141
H: 0.07 1.17 -2.55  0.5563
H: -0.32 0.22 -4.79  0.4696
H: -2.54 0.41 -5.85  0.4238
H: -4.39 1.51 -4.64  0.4525
H: -4.01 2.46 -2.41  0.4525
H: -2.88 -0.77 0.21  0.2087
H: -3.26 0.23 -1.22  0.4524
H: -3.71 0.99 2.44  0.3451
H: -5.89 1.34 3.49  0.4242
H: -7.96 1.09 2.17  0.4118
H: -7.83 0.51 -0.23  0.4189
H: -5.64 0.17 -1.29  0.4621

Values from the calculation:
charge	+2
HOMO-LUMO gap	9.6	eV
HOMO level	-14.035	eV